32
Properties=species:S:1:pos:R:3:forces:R:3:nbo_charge:R:1 method="wB97M-V/def2-TZVPD" total_charge=+1 orbital_gap_ev="6.170 / 8.473" s_squared=2.0119 homo_energy_ev="-9.906 / -12.349" spin_multiplicity=3
O -0.1707 -0.7331 -4.7219 -1.31 0.66 1.34 -0.3717
C -0.8275 -0.2298 -3.9386 4.10 -2.68 -4.18 0.5147
Pd -1.9855 0.5445 -2.6207 -1.65 -0.92 -1.10 0.5317
O 0.0502 2.8824 -2.2307 -1.66 -1.69 -0.53 -0.3964
C -0.7013 2.0342 -2.3855 4.96 5.38 1.16 0.4779
C -3.1670 1.3469 -1.3497 -4.20 2.83 4.87 0.5291
O -3.8923 1.7959 -0.5922 1.32 -1.12 -1.53 -0.3693
C -3.3911 -0.9670 -2.9079 -0.33 -2.16 -0.59 0.1371
O -4.4603 -1.0078 -2.4040 -0.68 -0.03 0.24 -0.4891
C -2.9776 1.4268 -4.0487 -2.72 2.86 -4.23 0.5050
O -3.5577 1.9224 -4.9011 1.05 -1.32 1.80 -0.3698
H -3.0278 -1.7933 -3.5973 -0.46 0.02 0.17 0.1090
N 4.7291 0.8488 5.7446 -1.93 -0.68 -2.20 -0.2409
C 3.9742 0.5833 4.8857 1.95 0.65 2.22 0.2482
C 3.0547 0.2642 3.8316 -0.33 -0.08 -0.38 -0.1641
C 2.8512 -1.0595 3.4354 -0.21 -0.26 -0.27 -0.1185
C 1.9637 -1.3623 2.3923 0.14 -0.19 0.12 -0.2242
C 1.2636 -0.3474 1.7262 0.79 0.21 0.86 0.1309
C 1.4707 0.9745 2.1362 0.18 0.39 0.24 -0.1755
C 2.3563 1.2820 3.1781 -0.31 0.04 -0.35 -0.1490
N 0.3985 -0.6298 0.6352 -1.27 -1.27 -1.59 -0.3240
C 0.0938 -1.9127 0.0497 0.75 1.86 1.07 -0.0166
C -0.7005 -1.7197 -1.0129 0.59 1.23 0.95 -0.0846
N -0.9012 -0.3597 -1.0956 0.07 -0.86 0.58 -0.5405
C -0.2901 0.2769 -0.1420 1.25 -2.69 1.05 0.2171
H 3.3986 -1.8660 3.9401 -0.32 0.39 -0.29 0.2486
H 1.8509 -2.4155 2.1139 -0.01 0.50 0.07 0.2306
H 0.9647 1.8196 1.6611 0.13 -0.40 0.13 0.2085
H 2.5081 2.3268 3.4761 -0.10 -0.53 -0.17 0.2477
H 0.4844 -2.8084 0.4200 0.53 -0.93 0.61 0.2373
H -1.0972 -2.4320 -1.7004 -0.24 -0.15 -0.24 0.2421
H -0.2648 1.3147 0.0230 -0.07 0.94 0.13 0.2184

---

11
Properties=species:S:1:pos:R:3:forces:R:3:nbo_charge:R:1 method="wB97M-V/def2-TZVPD" orbital_gap_ev="6.635 / 6.629" homo_energy_ev="-7.382 / -7.380" relative_energy_kcal_mol=90.8 spin_multiplicity=1
C 0.3733 0.0579 -1.5743 -4.82 -1.73 3.10 0.0084
N -0.2647 -0.3239 -0.4644 1.35 0.20 -6.91 -0.6423
O -1.7945 -1.4108 1.1511 0.22 -1.36 1.95 -1.1524
O 0.6287 1.0511 1.8594 0.91 -1.66 0.03 -0.9952
P -1.8934 -0.9614 -0.2429 -1.99 1.21 -2.02 1.1325
H 1.2671 0.5424 -1.5135 2.39 1.07 -0.03 0.1956
H -0.2630 -0.0420 -2.4491 0.60 0.13 -0.29 0.1981
H 0.8054 0.1024 2.2083 -1.14 2.95 0.11 0.4982
H 0.0437 1.6392 2.3737 0.35 -1.35 0.16 0.5053
H 0.1900 -0.3235 0.3655 1.87 0.72 3.22 0.4162
H -1.6609 -1.9431 -1.3224 0.25 -0.17 0.67 -0.1644

---

23
Properties=species:S:1:pos:R:3:forces:R:3:nbo_charge:R:1 method="wB97M-V/def2-TZVPD" orbital_gap_ev=10.060 homo_energy_ev=-9.043 relative_energy_kcal_mol=19.9 spin_multiplicity=1
C 3.0776 2.1286 0.8022 1.14 -0.89 -0.09 -0.6384
C 2.0519 1.4577 -0.0711 -0.59 0.33 1.10 0.0065
C 2.1588 1.3896 -1.4376 -0.63 0.92 -0.58 -0.2314
C 1.0501 1.0929 -2.2433 0.49 0.14 -0.42 -0.1898
C -0.1384 0.6888 -1.6910 0.08 0.54 1.41 -0.2354
C -0.2223 0.7508 -0.2956 -0.40 -0.47 0.21 -0.1916
C 0.8115 1.1199 0.5216 1.10 -0.13 -0.74 -0.2271
H 4.0255 2.3196 0.2880 -0.36 0.38 -0.35 0.2151
H 3.4435 1.4641 1.5944 -0.56 0.10 0.25 0.2189
H 2.6815 3.0458 1.2279 0.07 0.05 0.09 0.2226
H 2.9863 1.8652 -1.9457 0.39 -0.28 0.14 0.2072
H 1.1576 1.3617 -3.2865 -0.14 -0.57 -0.21 0.2102
H -1.0659 0.4618 -2.1704 -0.08 -0.05 -0.86 0.2171
H -1.1555 0.5385 0.1856 -0.50 -0.25 0.04 0.2049
H 0.6855 1.1377 1.5959 0.00 0.18 0.02 0.2105
C -3.2379 -2.7910 1.3541 1.08 0.62 1.77 -0.6255
C -2.2174 -2.4733 0.2537 -0.07 -0.33 0.23 -0.6174
H -2.6856 -2.7520 2.3109 0.14 -0.77 -0.21 0.2003
H -3.8472 -1.9256 1.6127 -0.69 -0.05 -0.86 0.2075
H -3.7978 -3.7188 1.3840 -0.16 0.03 -0.56 0.2122
H -2.6694 -1.8384 -0.5051 0.33 0.14 -0.09 0.2025
H -1.3708 -2.0151 0.7588 -0.05 0.70 -0.31 0.2102
H -1.7213 -3.3085 -0.2435 -0.58 -0.36 0.02 0.2110

---

28
Properties=species:S:1:pos:R:3:forces:R:3:nbo_charge:R:1 method="wB97M-V/def2-TZVPD" orbital_gap_ev=7.395 homo_energy_ev=-7.470 relative_energy_kcal_mol=27.9 spin_multiplicity=1
C -3.5893 0.9589 0.2416 0.18 1.06 0.51 -0.4238
C -4.9235 1.3705 0.2099 -0.20 -1.35 0.26 0.4342
C -3.3548 -0.3775 -0.0041 1.13 -0.71 0.75 0.4356
C -5.5200 -0.8343 -0.1853 -0.27 1.83 -0.58 0.4228
C -0.1307 -1.4884 1.2690 -2.85 -0.04 -1.19 -0.4212
C -1.0631 -0.5766 0.8923 2.12 -1.58 0.79 -0.0365
C 1.8315 -1.6532 -0.4884 0.85 -1.02 -0.77 -0.1692
C 3.6110 0.1013 -1.0862 -0.60 1.78 1.46 -0.6154
C 2.4131 -0.7069 -1.4721 0.58 -1.67 -1.66 -0.5790
N -5.9179 0.4471 -0.0356 1.06 -0.60 0.13 -0.5597
N -4.2899 -1.3039 -0.2134 -1.34 0.01 -0.17 -0.5324
N -5.3968 2.6292 0.4110 -5.00 -2.35 -2.21 -0.7985
N -2.0962 -0.9391 0.0492 0.10 1.17 0.07 -0.5698
S 2.9620 -2.5125 0.3810 0.01 0.04 -0.02 0.1419
Cl -6.8255 -1.9542 -0.4789 0.39 0.12 0.17 0.0123
H -2.7791 1.6359 0.5622 -0.55 -0.41 -0.49 0.2268
H 0.6716 -1.3107 1.8983 1.22 0.77 1.06 0.2021
H -0.2344 -2.5317 0.9595 -0.04 0.29 0.01 0.1868
H -0.8932 0.4168 1.1928 -0.36 1.26 0.12 0.1941
H 3.7117 0.9861 -1.7611 0.27 -0.80 0.54 0.2246
H 4.5075 -0.5394 -1.0615 -0.25 0.63 0.20 0.2114
H 3.2838 0.4622 -0.0785 1.33 0.24 -0.46 0.2012
H 2.9675 -1.2946 -2.3044 -2.14 0.17 0.67 0.2566
H 1.5235 -0.1824 -1.7943 0.40 0.67 -0.82 0.2266
H -5.0899 3.3528 0.9706 1.21 1.17 1.20 0.4025
H -6.5034 2.5093 0.3002 3.28 0.92 0.58 0.4135
H -2.0944 -1.9202 -0.0041 -0.58 -1.33 -0.55 0.4006
H 2.0599 -3.3093 0.9642 0.07 -0.24 0.41 0.1117

---

What energy values result from the calculations? In sequence: -1244.31099; -588.20775; -351.29846; -1428.00408 Ha.